No. 1
{"formula": "C26H34N4O4", "method": "ωB97M-V/def2-TZVPD", "smiles": "CCCCOc1ccc(N(CC(=O)NC2CCCC2)C(=O)CCC(=O)Nc2ccccn2)cc1", "lumo_energy_ev": 0.559, "spin_multiplicity": 1, "species": ["C", "C", "C", "C", "O", "C", "C", "C", "C", "N", "C", "C", "O", "N", "C", "C", "C", "C", "C", "C", "O", "C", "C", "C", "O", "N", "C", "C", "C", "C", "C", "N", "C", "C", "H", "H", "H", "H", "H", "H", "H", "H", "H", "H", "H", "H", "H", "H", "H", "H", "H", "H", "H", "H", "H", "H", "H", "H", "H", "H", "H", "H", "H", "H", "H", "H", "H", "H"], "coordinates": [[-6.25372, -2.95236, 1.61683], [-7.30855, -1.86154, 1.75662], [-6.91255, -0.55520, 1.06717], [-6.86897, -0.65964, -0.46102], [-5.75794, -1.38128, -0.95662], [-4.52334, -0.82565, -0.93419], [-4.22514, 0.48612, -0.57364], [-2.91897, 0.94004, -0.61010], [-1.88872, 0.09510, -0.99827], [-0.55712, 0.58661, -1.06355], [-0.33126, 1.75214, -1.91297], [-0.27326, 3.03269, -1.05819], [-1.23796, 3.75700, -0.91183], [0.92812, 3.23346, -0.50352], [1.19289, 4.25581, 0.48678], [2.55953, 4.91434, 0.22028], [3.51401, 4.39111, 1.30701], [2.79134, 3.19754, 1.93141], [1.32748, 3.62240, 1.87918], [0.47908, 0.07747, -0.37341], [1.61279, 0.53676, -0.50401], [0.17939, -1.04536, 0.60084], [1.18543, -1.09144, 1.76232], [2.36687, -2.01667, 1.48527], [2.55191, -3.02910, 2.12576], [3.15017, -1.57901, 0.46683], [4.28941, -2.16116, -0.06689], [4.85397, -3.34704, 0.40772], [5.99299, -3.81534, -0.21830], [6.53128, -3.10311, -1.28179], [5.89161, -1.93851, -1.67116], [4.80229, -1.47609, -1.08545], [-2.18359, -1.20926, -1.38481], [-3.48227, -1.66409, -1.34532], [-5.30296, -2.61730, 2.02715], [-6.10414, -3.21102, 0.57260], [-6.56302, -3.84610, 2.15383], [-8.25519, -2.21406, 1.34082], [-7.47056, -1.65439, 2.81720], [-7.63942, 0.21798, 1.32497], [-5.93525, -0.23763, 1.43623], [-6.90088, 0.34017, -0.91184], [-7.73634, -1.22219, -0.81769], [-4.99873, 1.17215, -0.26889], [-2.70375, 1.96434, -0.34706], [-1.15843, 1.82910, -2.61857], [0.61181, 1.61679, -2.44903], [1.62082, 2.49802, -0.59087], [0.36110, 4.96144, 0.42991], [2.48042, 5.99944, 0.25570], [2.90636, 4.63977, -0.77551], [4.48517, 4.11543, 0.90006], [3.67227, 5.15841, 2.06583], [3.13278, 2.98876, 2.94414], [2.94475, 2.30255, 1.32594], [1.12655, 4.37265, 2.64443], [0.63147, 2.79471, 2.01349], [-0.83127, -0.91024, 0.98980], [0.20144, -1.99743, 0.06593], [1.56169, -0.08740, 1.96879], [0.68926, -1.46953, 2.65642], [2.86721, -0.71569, -0.00600], [4.40433, -3.86765, 1.23570], [6.45832, -4.72963, 0.12068], [7.41940, -3.44252, -1.79094], [6.26312, -1.33959, -2.49285], [-1.39507, -1.86125, -1.72779], [-3.72448, -2.67170, -1.64290]], "mulliken_charge": [-1.06, -0.54, -0.39, -0.79, -0.49, 0.85, -0.40, -0.67, -1.22, 0.68, -1.17, 0.65, -0.70, -0.12, -0.05, -0.87, -0.73, -0.09, -0.89, 0.71, -1.01, -0.48, -0.88, 0.63, -0.69, 0.13, 0.51, -0.46, -0.49, -0.42, -0.38, -0.37, 0.08, -0.70, 0.26, 0.25, 0.39, 0.31, 0.33, 0.37, 0.33, 0.36, 0.41, 0.44, 0.47, 0.41, 0.44, 0.24, 0.56, 0.30, 0.31, 0.38, 0.30, 0.48, -0.17, 0.37, 0.30, 0.45, 0.31, 0.23, 0.38, 0.03, 0.44, 0.41, 0.37, 0.37, 0.54, 0.45]}


No. 2
{"formula": "C26H34N6O3", "method": "ωB97M-V/def2-TZVPD", "smiles": "CCOC(=O)C1CCN([C@@H](c2cc3ccc(C)cc3[nH]c2=O)c2nnnn2C2CCCCC2)CC1", "lumo_energy_ev": 0.223, "spin_multiplicity": 1, "species": ["C", "C", "O", "C", "O", "C", "C", "C", "N", "C", "C", "C", "C", "C", "C", "C", "C", "C", "C", "N", "C", "O", "C", "N", "N", "N", "N", "C", "C", "C", "C", "C", "C", "C", "C", "H", "H", "H", "H", "H", "H", "H", "H", "H", "H", "H", "H", "H", "H", "H", "H", "H", "H", "H", "H", "H", "H", "H", "H", "H", "H", "H", "H", "H", "H", "H", "H", "H", "H"], "coordinates": [[4.04512, 6.02690, -0.42916], [3.70782, 5.18040, -1.64805], [2.80695, 4.12327, -1.31472], [1.50576, 4.42309, -1.27156], [1.05794, 5.51259, -1.51801], [0.67100, 3.21930, -0.88448], [1.06890, 2.70772, 0.50310], [0.25991, 1.45979, 0.84343], [0.52533, 0.43765, -0.15218], [0.10566, -0.90167, 0.26534], [-1.38543, -1.04454, 0.47514], [-2.29271, -1.19203, -0.51661], [-3.69155, -1.25526, -0.24301], [-4.66066, -1.40906, -1.24271], [-5.99350, -1.46411, -0.92058], [-6.41807, -1.36837, 0.41148], [-7.87863, -1.43446, 0.73008], [-5.47456, -1.21748, 1.40766], [-4.11567, -1.16074, 1.09510], [-3.16801, -1.01712, 2.07159], [-1.80987, -0.95370, 1.86932], [-1.05383, -0.83725, 2.82332], [0.65730, -1.90732, -0.68451], [0.03274, -2.44519, -1.71068], [0.89093, -3.26833, -2.29345], [2.00371, -3.26479, -1.69075], [1.91570, -2.41897, -0.66195], [3.06348, -2.20812, 0.18788], [2.82770, -2.73083, 1.60683], [4.09782, -2.55019, 2.43315], [4.50729, -1.08076, 2.46058], [4.74489, -0.56941, 1.04301], [3.48862, -0.73952, 0.19405], [0.04600, 0.86441, -1.45212], [0.84764, 2.08445, -1.89744], [4.45289, 5.40259, 0.36236], [3.14884, 6.52179, -0.06352], [4.77777, 6.78135, -0.70051], [3.25197, 5.80215, -2.42539], [4.59657, 4.68255, -2.04150], [-0.37536, 3.54133, -0.87216], [2.13124, 2.46067, 0.49734], [0.89086, 3.47658, 1.25669], [-0.81243, 1.71847, 0.88561], [0.54932, 1.08197, 1.82645], [0.56373, -1.06304, 1.24898], [-1.96410, -1.29821, -1.53890], [-4.33814, -1.48646, -2.26995], [-6.73353, -1.58411, -1.69768], [-8.29269, -2.38568, 0.39818], [-8.05370, -1.33196, 1.79765], [-8.41436, -0.64164, 0.20986], [-5.78100, -1.14397, 2.44182], [-3.47126, -0.96434, 3.03736], [3.85446, -2.80963, -0.27769], [2.01258, -2.18627, 2.08553], [2.54907, -3.78618, 1.56471], [3.92430, -2.90956, 3.44861], [4.90424, -3.14566, 1.99903], [5.41446, -0.96027, 3.05526], [3.71631, -0.49348, 2.93177], [5.02624, 0.48471, 1.06760], [5.56994, -1.12550, 0.59144], [2.68294, -0.12337, 0.59163], [3.68093, -0.41552, -0.83124], [-1.02764, 1.12017, -1.42751], [0.18608, 0.05168, -2.16690], [1.90418, 1.82013, -1.95399], [0.51174, 2.40250, -2.88561]], "mulliken_charge": [-1.14, -0.33, -0.31, -0.29, -0.62, 0.92, -1.09, -0.87, 0.78, 1.07, -0.26, -0.05, 0.45, -0.36, -0.98, 0.87, -1.48, -0.85, -0.29, -0.02, 0.27, -0.76, -1.00, 0.11, -0.90, -0.46, 1.03, -0.61, -0.29, -0.94, -0.56, -1.09, 0.13, -0.85, -1.20, 0.29, 0.31, 0.42, 0.35, 0.34, 0.33, 0.35, 0.41, 0.47, 0.42, 0.23, 0.51, 0.49, 0.42, 0.33, 0.35, 0.34, 0.30, 0.25, 0.50, 0.06, 0.37, 0.41, 0.38, 0.37, 0.30, 0.40, 0.44, -0.22, 0.41, 0.36, 0.55, 0.33, 0.43]}


Across the entries above, ΔE to the lowest compared entry with this formula, charge and spin takes the values 15.8 0.1 kcal per mole, respectively.